Below is 2 unconnected molecules or ions with the total composition C5H8N in a non-equilibrium geometry, with properties calculated with the ωB97M-V functional and the def2-TZVPD basis.

The geometry in XYZ format:
```
14
Properties=species:S:1:pos:R:3:forces:R:3
C 2.3752 -1.2409 0.0082 2.0362 -2.3581 -4.9598
C -2.4596 -1.2129 0.1748 -2.1188 -1.6332 -2.3419
C -1.9980 -0.0703 -0.1571 0.4965 2.5525 0.2549
C 0.5360 0.3440 0.0845 2.7318 1.2693 1.4579
C 0.3910 1.8115 0.1542 -0.4421 -1.8140 -2.8355
N 1.5448 -0.3049 0.0401 -3.4936 1.2474 -0.5859
H 2.8042 -1.7502 -0.9756 -1.2461 1.4307 2.0476
H 2.7385 -1.5306 0.8924 1.5448 -1.3107 3.3138
H -3.5065 -1.6014 -0.2115 1.5657 0.9411 1.2090
H -1.7826 -2.0431 0.2890 0.2921 -0.4834 0.7615
H -1.7609 1.0045 -0.2841 -1.0304 -1.4940 -0.0570
H 0.1974 1.9588 -0.8945 -0.6954 0.5765 -0.8914
H 1.2709 2.3424 0.2156 2.4932 0.5603 0.9319
H -0.3504 2.2931 0.6641 -2.1339 0.5155 1.6949
```
Positions in Å, forces in eV/Å.

charge	+1
energy relative to the best compared isomer or geometry (same formula, charge and spin)	112.7	kcal/mol
highest occupied orbital energy (alpha / beta)	-11.35 / -14.34	eV
multiplicity	3
E_tot	-6789.69039	eV

Löwdin atomic charge list, values in e, 8 entries: number 1, C, carries 0.146; number 2, C, carries -0.092; number 3, C, carries 0.032; number 4, C, carries 0.066; number 5, C, carries 0.004; number 6, N, carries 0.109; number 7, H, carries 0.180; number 8, H, carries 0.067



Below is a gas-phase ion, C3H9F3N4 (charge +2) in a non-equilibrium geometry, with properties calculated with the ωB97M-V functional and the def2-TZVPD basis.

The geometry in XYZ format:
```
19
Properties=species:S:1:pos:R:3:forces:R:3
C -0.2241 0.6476 0.2638 2.1056 -2.2375 1.2205
C 2.1834 -0.6916 -0.2581 2.8986 0.9318 0.6372
C 0.1448 0.5529 1.8255 0.1876 -0.2834 -0.6274
N -1.4551 0.2105 0.0425 -0.9167 -0.0968 2.7865
N 0.8041 -0.5577 -0.5130 -1.7657 -0.4462 0.0904
N -2.2228 0.6068 -1.0532 0.7933 -3.7009 -2.0357
N 0.1535 -1.3351 -1.2108 -0.5611 2.5225 1.0209
F -0.9105 1.0384 2.4903 0.9406 -0.8739 -0.1927
F 0.3975 -0.7825 2.1218 -0.7680 2.1574 -0.1157
F 1.2177 1.2868 2.0727 -0.4730 -0.6470 -0.0581
H 0.1358 1.5143 -0.1910 0.4305 1.5859 -0.7165
H 2.7922 0.2291 -0.2654 -0.9699 0.4796 -0.2980
H 2.4263 -0.9844 0.7860 -0.6719 -0.6110 -0.6259
H 2.6624 -1.2576 -1.0365 0.0708 -0.9106 -0.0062
H -1.7635 -0.4107 0.8384 -1.0721 0.7538 -1.8293
H -3.0061 1.2417 -0.9593 -0.8780 0.0748 0.8849
H -1.6034 1.0641 -1.7351 0.0497 -0.0764 -0.0592
H 0.7063 -1.9894 -1.7182 1.0780 -1.1813 -0.4067
H -2.4384 -0.3832 -1.5005 -0.4783 2.5593 0.3310
```
Positions in Å, forces in eV/Å.

charge	+2
energy relative to the best compared isomer or geometry (same formula, charge and spin)	39.3	kcal/mol
highest occupied orbital energy	-20.35	eV
SMILES	[H]/N=[N+](\C)[C@@H](N[NH3+])C(F)(F)F
E_tot	-17348.05598	eV

Löwdin atomic charge list, values in e, 8 entries: number 1, C, carries -0.054; number 2, C, carries 0.009; number 3, C, carries -0.511; number 4, N, carries -0.021; number 5, N, carries -0.085; number 6, N, carries 0.263; number 7, N, carries 0.286; number 8, F, carries 0.199



Below is a single CH3F2OP molecule in a non-equilibrium geometry, with properties calculated with the ωB97M-V functional and the def2-TZVPD basis.

The geometry in XYZ format:
```
8
Properties=species:S:1:pos:R:3:forces:R:3
C 1.0060 0.4914 -0.2180 -0.0736 2.2599 -3.5178
O 0.0411 -0.1447 0.6224 2.6777 1.2739 0.4825
F -2.2688 0.0215 -0.3186 2.1253 -2.0565 0.4413
F -1.5621 -1.5159 1.4762 -0.1369 -0.3218 -0.2886
P -0.9921 -1.1446 0.0496 -3.5030 1.1612 -0.5336
H 1.8765 1.0307 0.2253 -0.8671 -1.2019 0.7723
H 0.4616 1.4028 -0.7277 0.8307 -1.8213 0.7293
H 1.4380 -0.1414 -1.1092 -1.0531 0.7065 1.9146
```
Positions in Å, forces in eV/Å.

energy relative to the best compared isomer or geometry (same formula, charge and spin)	13.1	kcal/mol
highest occupied orbital energy	-10.97	eV
SMILES	COP(F)F
E_tot	-17858.33748	eV

Just the Löwdin charges please, in e? Sure, here they are: number 1, C, carries -0.168; number 2, O, carries -0.380; number 3, F, carries -0.352; number 4, F, carries -0.235; number 5, P, carries 0.834; number 6, H, carries 0.084; number 7, H, carries 0.111; number 8, H, carries 0.106